[1]
64
Properties=species:S:1:pos:R:3 method="wB97M-V/def2-TZVPD" s2=3.782 spin_multiplicity=4 orbital_gap_ev="5.3 / 6.4" relative_energy_kj_mol=0.6 lumo_energy_ev="-0.15 / -2.04"
Pt 0.294 -0.080 1.173
C -3.741 -3.481 3.792
C -2.322 -3.972 3.629
O -2.003 -4.081 2.229
P -0.844 -3.110 1.622
S -1.642 -1.227 1.679
S 1.459 -1.939 1.361
O -0.906 -3.585 0.090
C -0.192 -4.785 -0.270
C 0.380 -4.608 -1.655
H -4.005 -3.453 4.851
H -4.435 -4.145 3.278
H -3.847 -2.477 3.380
H -2.194 -4.966 4.058
H -1.618 -3.296 4.122
H -0.896 -5.618 -0.227
H 0.603 -4.972 0.459
H -0.413 -4.377 -2.367
H 0.880 -5.525 -1.973
H 1.102 -3.792 -1.664
S 1.761 6.977 -0.918
N 2.744 5.698 -0.786
C 2.009 4.688 -0.362
C 2.494 3.340 -0.105
C 3.792 2.941 -0.282
C 4.144 1.609 -0.003
C 3.171 0.744 0.441
N 1.895 1.102 0.622
C 1.523 2.404 0.353
C 0.181 2.743 0.550
N -0.665 1.747 1.000
C -1.958 2.037 1.202
C -2.496 3.280 0.979
C -1.654 4.313 0.519
C -0.328 4.051 0.307
C 0.637 5.033 -0.163
N 0.372 6.295 -0.442
H 4.525 3.656 -0.631
H 5.156 1.254 -0.127
H 3.407 -0.287 0.671
H -2.577 1.224 1.556
H -3.547 3.449 1.164
H -2.036 5.308 0.332
S -1.954 -2.656 -5.155
C -1.320 -1.595 -3.886
C 0.026 -1.568 -3.540
C 0.413 -0.772 -2.478
N -0.432 -0.034 -1.761
C -1.714 -0.069 -2.099
C -2.210 -0.823 -3.154
C -0.607 -2.680 -6.309
C 0.054 -1.518 -6.691
C 1.068 -1.617 -7.628
N 1.438 -2.762 -8.204
C 0.786 -3.860 -7.841
C -0.232 -3.878 -6.896
H 0.755 -2.162 -4.076
H 1.455 -0.736 -2.172
H -2.387 0.531 -1.494
H -3.264 -0.807 -3.397
H -0.212 -0.560 -6.266
H 1.608 -0.730 -7.939
H 1.098 -4.783 -8.318
H -0.715 -4.806 -6.620

[2]
54
Properties=species:S:1:pos:R:3 method="wB97M-V/def2-TZVPD" orbital_gap_ev=8.3 lumo_energy_ev=-3.92 total_charge=+1
C -0.849 4.650 -3.720
C -0.329 3.236 -4.102
O 0.141 2.518 -2.957
C 0.965 1.475 -3.452
C 1.479 0.569 -2.292
O 1.140 1.072 -0.996
C -0.004 0.507 -0.493
S 0.449 -0.871 0.690
C 0.676 -0.171 2.384
Cl -0.504 -1.080 3.438
C 2.098 -0.411 2.944
C 3.202 0.400 2.221
Cl 2.059 0.176 4.668
H -1.827 4.809 -4.194
H -0.875 4.819 -2.639
H -0.180 5.395 -4.177
H 0.473 3.353 -4.847
H -1.146 2.678 -4.588
H 0.398 0.907 -4.210
H 1.848 1.901 -3.959
H 2.576 0.543 -2.341
H 1.151 -0.471 -2.462
H -0.685 1.238 -0.038
H -0.566 0.010 -1.305
H -0.702 -1.629 0.746
H 0.411 0.892 2.460
H 2.388 -1.468 2.979
H 4.041 0.492 2.926
H 3.602 -0.113 1.336
H 2.852 1.422 2.029
C -4.037 2.556 5.918
C -5.023 1.936 6.565
C -5.149 0.460 6.541
O -6.045 -0.105 7.126
C -4.137 -0.300 5.771
C -3.152 0.322 5.125
C -3.027 1.795 5.150
O -2.125 2.356 4.557
H -3.928 3.633 5.923
H -5.770 2.474 7.133
H -4.245 -1.378 5.765
H -2.399 -0.206 4.555
C 1.520 -5.255 -4.647
C 1.414 -4.010 -5.110
C 1.947 -2.860 -4.346
O 1.848 -1.723 -4.765
C 2.605 -3.145 -3.050
C 2.712 -4.389 -2.587
C 2.177 -5.540 -3.351
O 2.276 -6.670 -2.930
H 1.136 -6.108 -5.191
H 0.938 -3.782 -6.055
H 2.992 -2.291 -2.507
H 3.190 -4.617 -1.642

[3]
39
Properties=species:S:1:pos:R:3 method="wB97M-V/def2-TZVPD" smiles="COCCNC(=O)CSCc1cc(C)cc(C)c1" orbital_gap_ev=9.4 relative_energy_kj_mol=25.5 lumo_energy_ev=0.69
C 4.100 -1.805 -1.500
H 5.130 -1.850 -1.872
O 4.077 -1.607 -0.102
C 4.860 -0.539 0.356
C 4.346 0.851 -0.065
N 2.964 1.044 0.298
C 1.972 0.948 -0.609
O 2.158 0.869 -1.806
C 0.568 1.052 -0.039
H -0.131 0.568 -0.722
H 0.308 2.111 0.048
S 0.395 0.303 1.613
C -1.313 0.860 1.995
C -2.288 0.348 0.988
C -2.865 1.205 0.064
C -3.750 0.727 -0.895
C -4.041 -0.628 -0.918
C -3.467 -1.508 -0.006
C -2.591 -1.008 0.943
H -2.125 -1.675 1.655
C -3.810 -2.966 -0.049
H -3.781 -3.337 -1.071
H -4.818 -3.124 0.335
H -3.118 -3.546 0.556
H -4.724 -1.012 -1.662
C -4.353 1.667 -1.894
H -5.168 1.192 -2.434
H -4.732 2.561 -1.400
H -3.598 1.980 -2.616
H -2.631 2.261 0.090
H -1.506 0.456 2.988
H -1.301 1.949 2.038
H 2.727 0.964 1.277
H 4.963 1.615 0.416
H 4.406 0.969 -1.149
H 4.835 -0.623 1.447
H 5.902 -0.642 0.013
H 3.554 -1.021 -2.033
H 3.610 -2.761 -1.674

[4]
14
Properties=species:S:1:pos:R:3 method="wB97M-V/def2-TZVPD" s2=0.771 spin_multiplicity=2 orbital_gap_ev="7.9 / 9.6" relative_energy_kj_mol=543.6 lumo_energy_ev="-6.79 / -7.22" total_charge=+1
C 1.836 -0.822 -0.035
C 0.370 -0.832 0.270
C -0.433 0.323 -0.060
C -1.938 0.324 0.131
N 0.037 1.622 0.007
H 1.719 -0.283 0.989
H 2.420 -1.731 0.097
H 2.140 -0.448 -1.010
H -0.029 -1.833 0.118
H -2.240 1.242 -0.384
H -2.269 0.471 1.160
H -2.590 -0.419 -0.329
H -0.072 0.691 -1.135
H 1.049 1.696 0.181

It is found that the energy values, taken in the order of the records, are -96265.243 -69298.978 -31279.488 -5770.803 eV.